Molecular formula: C46H110F6K2NO26S2
Method: DFT, the ωB97M-V functional and the def2-TZVPD basis

```
193
Properties=species:S:1:pos:R:3
K 8.730 8.615 -1.137
K 14.893 4.448 -2.672
C 11.715 5.255 -4.919
F 10.786 4.894 -5.788
F 12.845 4.581 -5.100
F 11.903 6.559 -5.179
S 11.008 5.057 -3.171
O 9.874 5.958 -3.124
O 10.720 3.659 -3.070
N 12.275 5.586 -2.167
S 11.646 5.642 -0.716
O 10.637 6.694 -0.597
O 11.277 4.357 -0.142
C 13.100 6.285 0.370
F 14.166 5.498 0.222
F 13.395 7.541 0.050
F 12.683 6.274 1.620
C 13.005 4.270 -8.931
O 14.198 3.583 -9.217
C 14.119 2.812 -10.402
C 14.760 1.459 -10.141
O 14.549 0.720 -11.331
C 14.812 -0.650 -11.326
H 12.471 4.850 -9.686
H 13.131 4.920 -8.063
H 12.313 3.528 -8.506
H 14.638 3.311 -11.229
H 13.116 2.688 -10.817
H 14.090 0.940 -9.440
H 15.756 1.522 -9.703
H 15.880 -0.857 -11.188
H 14.537 -1.149 -12.253
H 14.246 -1.138 -10.520
C 17.595 6.723 0.495
O 17.703 7.881 1.297
C 18.340 7.666 2.551
C 18.029 8.807 3.521
O 16.720 8.819 4.062
C 15.687 8.662 3.081
H 17.006 5.969 1.025
H 18.629 6.387 0.339
H 17.208 6.955 -0.493
H 19.409 7.557 2.336
H 18.054 6.680 2.939
H 18.212 9.792 3.083
H 18.754 8.698 4.328
H 15.656 7.622 2.766
H 15.813 9.360 2.252
H 14.790 8.968 3.618
C 6.565 6.553 -2.998
O 6.587 7.666 -2.132
C 5.328 8.272 -1.874
C 4.922 7.916 -0.432
O 5.860 8.317 0.538
C 5.690 7.716 1.802
H 6.164 5.607 -2.614
H 7.546 6.392 -3.436
H 5.861 6.707 -3.829
H 4.551 7.848 -2.510
H 5.448 9.345 -2.024
H 4.864 6.821 -0.390
H 3.943 8.360 -0.217
H 6.067 6.688 1.836
H 4.616 7.626 1.995
H 6.154 8.282 2.604
C 13.333 1.315 -3.550
O 14.316 1.704 -2.597
C 15.344 0.830 -2.250
C 15.882 1.250 -0.927
O 16.432 2.567 -1.077
C 17.176 2.881 0.072
H 13.773 0.548 -4.193
H 13.032 2.210 -4.089
H 12.454 0.910 -3.044
H 16.149 0.843 -3.006
H 14.951 -0.194 -2.311
H 16.603 0.477 -0.631
H 15.133 1.232 -0.130
H 17.644 3.861 -0.010
H 17.933 2.136 0.343
H 16.537 2.904 0.967
C 9.934 2.113 -8.052
O 9.969 0.980 -7.202
C 11.209 0.302 -7.317
C 11.505 -0.473 -8.603
O 10.749 -1.651 -8.607
C 9.434 -1.519 -9.111
H 10.373 2.980 -7.544
H 8.891 2.331 -8.275
H 10.479 2.048 -8.997
H 11.249 -0.391 -6.473
H 12.015 1.015 -7.064
H 12.570 -0.714 -8.559
H 11.424 0.189 -9.473
H 9.493 -0.976 -10.065
H 8.821 -0.987 -8.382
H 8.924 -2.438 -9.400
C 7.780 3.403 1.144
O 6.663 3.139 0.306
C 5.491 2.909 1.047
C 4.350 2.927 0.024
O 4.479 1.942 -0.966
C 3.442 2.006 -1.888
H 7.895 2.539 1.806
H 7.569 4.284 1.763
H 8.653 3.611 0.532
H 5.276 3.708 1.773
H 5.591 2.015 1.675
H 4.489 3.927 -0.407
H 3.384 2.769 0.516
H 2.460 1.744 -1.471
H 3.624 1.421 -2.788
H 3.295 3.030 -2.274
C 11.796 10.317 0.680
O 11.278 9.838 -0.565
C 12.153 9.967 -1.649
C 11.615 9.140 -2.803
O 10.310 9.609 -3.116
C 9.837 9.490 -4.437
H 12.486 9.569 1.063
H 10.965 10.475 1.364
H 12.282 11.287 0.553
H 13.204 9.649 -1.561
H 12.325 11.011 -1.942
H 11.546 8.075 -2.560
H 12.325 9.073 -3.637
H 9.776 8.432 -4.728
H 10.526 9.966 -5.142
H 8.831 9.901 -4.491
C 13.127 7.678 -8.078
O 14.411 7.769 -8.632
C 14.497 8.663 -9.726
C 13.536 8.302 -10.859
O 13.920 8.853 -12.093
C 13.883 10.249 -12.157
H 12.495 7.121 -8.774
H 12.605 8.638 -7.943
H 13.044 7.272 -7.073
H 15.484 8.573 -10.178
H 14.249 9.662 -9.354
H 12.516 8.637 -10.615
H 13.388 7.224 -10.937
H 12.950 10.674 -11.774
H 14.008 10.591 -13.186
H 14.772 10.678 -11.675
C 18.263 5.898 -4.011
O 17.511 4.879 -3.368
C 17.912 3.549 -3.832
C 17.339 3.264 -5.196
O 15.922 3.341 -5.170
C 15.398 3.306 -6.483
H 17.879 6.057 -5.024
H 19.339 5.731 -4.006
H 18.018 6.828 -3.497
H 17.658 2.847 -3.037
H 19.001 3.589 -3.726
H 17.742 2.282 -5.475
H 17.693 3.980 -5.942
H 15.386 4.283 -6.968
H 14.412 2.853 -6.607
H 15.951 2.604 -7.118
C 7.436 3.014 -3.321
O 7.458 1.601 -3.467
C 8.314 1.213 -4.526
C 8.339 -0.321 -4.567
O 8.704 -0.896 -3.312
C 10.056 -0.744 -2.952
H 6.486 3.168 -2.804
H 7.459 3.594 -4.246
H 8.205 3.329 -2.614
H 9.305 1.600 -4.264
H 8.040 1.568 -5.523
H 9.138 -0.694 -5.214
H 7.365 -0.718 -4.839
H 10.563 -1.709 -3.035
H 10.145 -0.441 -1.906
H 10.541 0.059 -3.514
C 11.617 1.428 -0.116
O 11.091 0.156 0.231
C 12.040 -0.848 0.547
C 12.875 -0.552 1.815
O 13.777 0.524 1.651
C 14.427 0.859 2.856
H 10.747 1.961 -0.501
H 12.341 1.527 -0.931
H 11.982 1.986 0.740
H 12.761 -1.056 -0.254
H 11.482 -1.759 0.754
H 13.425 -1.485 1.992
H 12.220 -0.253 2.641
H 14.588 -0.045 3.453
H 13.781 1.516 3.448
H 15.409 1.319 2.764
```

- Orbital gap: 8.420 eV
- LUMO: -1.82 eV
- Total energy: -6424.45849 hartree
- Net charge: +1

Results of the Löwdin charge analysis, in e, for atoms 1 through 2: 0.909 0.812